Record 1
Density functional theory data (the ωB97M-V functional and the def2-TZVPD basis) for the molecule CH2N2O2.

Geometry as XYZ:
```
7
Properties=species:S:1:pos:R:3:forces:R:3:lowdin_charge:R:1
H -0.9168 1.4645 1.0304 0.28 0.67 0.61 0.102
N -1.1870 0.9298 0.2144 1.10 -0.84 -0.34 0.129
N -0.3360 0.3116 -0.3145 0.53 -0.32 -0.33 0.108
O 1.2138 0.6038 0.3081 -2.52 1.58 1.04 -0.053
C 2.1758 -0.1172 -0.1677 3.34 0.64 -0.96 -0.430
O 3.3560 0.2596 -0.1574 -2.60 -0.97 0.28 0.026
H 1.8574 -1.0395 -0.6228 -0.12 -0.75 -0.31 0.118
```
Positions in Å, forces in eV/Å.

## Properties
gap between HOMO and LUMO: 9.8 eV
LUMO energy: -0.0154 Ha

---

Record 2
Density functional theory data (the ωB97M-V functional and the def2-TZVPD basis) for the molecule C3H5NO2.

Geometry as XYZ:
```
11
Properties=species:S:1:pos:R:3:forces:R:3:lowdin_charge:R:1
C 0.3062 1.3399 -0.4061 0.51 0.43 0.49 0.001
C 0.3079 -0.0848 -0.8651 -0.19 -0.34 -0.86 -0.500
O 0.7443 -0.3814 -1.9530 0.02 -0.05 0.00 0.081
N -0.3097 -1.0839 -0.1071 0.45 0.44 0.17 0.132
C -0.5049 -1.0220 1.2604 -0.31 0.04 -0.09 -0.320
O -1.1532 -1.8123 1.8873 0.09 -0.30 0.04 0.065
H 0.5097 1.4520 0.6595 -0.27 0.07 -0.04 0.067
H 1.1070 1.8517 -0.9281 0.13 -0.09 -0.15 0.088
H -0.6067 1.8730 -0.6787 -0.16 -0.36 0.18 0.100
H -0.3924 -1.9684 -0.5989 -0.20 0.08 0.24 0.163
H -0.0082 -0.1639 1.7298 -0.08 0.07 0.02 0.124
```
Positions in Å, forces in eV/Å.

## Properties
gap between HOMO and LUMO: 11.2 eV
LUMO energy: 0.0277 Ha

---

Record 3
Density functional theory data (the ωB97M-V functional and the def2-TZVPD basis) for the molecule C3H8N2O.

Geometry as XYZ:
```
14
Properties=species:S:1:pos:R:3:forces:R:3:lowdin_charge:R:1
C -0.0661 -0.8623 -1.3209 0.51 1.62 3.95 -0.016
C -0.6830 0.0640 -0.1460 -0.93 -2.32 -0.13 -0.347
C -0.1843 -0.4600 1.2556 -1.77 0.45 -1.42 -0.233
O 1.0516 0.0706 1.3966 0.98 1.17 0.19 -0.155
N 0.8996 1.4526 1.0626 -0.33 -0.32 -1.85 0.052
N -0.2611 1.4112 -0.1190 0.85 0.42 2.89 0.010
H 0.6024 -1.6159 -0.9396 0.27 -0.19 0.24 0.073
H 0.3766 -0.3962 -2.1251 1.61 1.91 -1.31 0.040
H -0.8083 -1.2915 -1.8187 -3.59 -2.46 -1.62 0.012
H -1.8602 0.0027 -0.0700 2.20 0.05 -0.64 0.161
H -0.9280 -0.1190 1.9701 0.13 0.02 0.60 0.117
H -0.0239 -1.4992 1.2554 -0.36 -1.47 0.16 0.108
H 1.8232 1.5250 0.5974 -0.66 0.71 -0.15 0.108
H 0.0616 1.7178 -0.9985 1.09 0.40 -0.89 0.070
```
Positions in Å, forces in eV/Å.

## Properties
gap between HOMO and LUMO: 9.9 eV
LUMO energy: 0.0368 Ha

---

Record 4
Density functional theory data (the ωB97M-V functional and the def2-TZVPD basis) for a structure of composition C37H43N3O5STeY.

Geometry as XYZ:
```
91
Properties=species:S:1:pos:R:3:forces:R:3:lowdin_charge:R:1
Y -0.3490 -0.1973 -0.7168 0.22 0.09 0.19 1.689
C -1.7931 -1.0964 2.1455 -0.03 0.02 -0.04 -0.113
C -2.4003 0.2438 1.7951 -0.02 -0.06 -0.02 -0.096
O -1.4661 0.9988 0.9792 0.09 -0.05 0.02 -0.267
C -0.7701 2.1323 1.5684 -0.01 0.01 -0.04 -0.094
C 0.6924 1.8023 1.7448 0.01 0.02 -0.03 -0.129
O 1.1279 1.2103 0.5013 -0.04 0.09 -0.09 -0.288
C 2.5537 1.2443 0.3066 0.04 -0.04 0.00 -0.128
C 2.8957 0.5856 -1.0323 -0.02 0.02 0.02 -0.085
O 1.8438 -0.3436 -1.3785 0.02 -0.11 0.05 -0.305
C 2.1658 -1.5070 -2.1786 -0.01 0.02 -0.04 -0.104
C 1.7134 -2.7233 -1.4133 0.00 -0.06 0.02 -0.127
O 0.3507 -2.4818 -0.9886 -0.03 0.17 -0.06 -0.269
C -0.1122 -3.4893 -0.0544 0.02 -0.07 0.02 -0.118
C -1.3840 -3.0112 0.6112 0.03 -0.03 0.03 -0.104
O -1.2237 -1.6079 0.9177 -0.02 0.04 0.05 -0.292
H -2.5711 -1.7677 2.5096 0.02 -0.02 0.01 0.156
H -0.9887 -1.0275 2.8796 0.00 0.03 0.00 0.100
H -2.6769 0.8148 2.6796 0.03 -0.01 0.02 0.152
H -3.2885 0.0997 1.1802 -0.03 0.04 0.02 0.134
H -1.2325 2.4025 2.5161 0.00 -0.01 0.01 0.152
H -0.8904 2.9568 0.8670 -0.01 0.02 0.02 0.132
H 0.8809 1.0904 2.5514 -0.02 -0.01 0.01 0.096
H 1.2487 2.7226 1.9331 0.01 -0.01 0.00 0.156
H 3.0357 0.7317 1.1406 -0.02 -0.03 -0.01 0.094
H 2.8842 2.2837 0.2943 0.03 0.00 0.02 0.152
H 3.8314 0.0357 -0.9402 0.03 0.03 0.01 0.149
H 2.9886 1.3175 -1.8343 -0.05 0.01 0.00 0.139
H 3.2347 -1.5540 -2.3802 0.01 0.02 0.02 0.155
H 1.6385 -1.4096 -3.1311 0.03 -0.01 -0.02 0.142
H 2.3247 -2.8740 -0.5208 0.02 0.00 -0.01 0.105
H 1.7526 -3.6084 -2.0510 -0.01 -0.02 0.02 0.159
H 0.6745 -3.6521 0.6848 -0.04 0.01 0.00 0.088
H -0.3000 -4.4228 -0.5883 0.02 0.00 0.00 0.159
H -1.5265 -3.5797 1.5309 0.00 0.00 0.00 0.147
H -2.2621 -3.1214 -0.0266 0.01 0.00 -0.02 0.137
C -4.5526 -1.5538 -3.4337 -0.03 -0.01 -0.02 0.002
C -4.5272 -0.4750 -2.5598 0.00 0.00 0.01 -0.008
C -3.3616 -0.2117 -1.8720 -0.01 -0.06 -0.03 -0.128
N -2.2458 -0.9540 -1.9991 -0.19 0.02 -0.09 -0.058
C -2.2868 -1.9954 -2.8482 0.07 -0.01 -0.01 -0.110
C -3.4102 -2.3256 -3.5807 0.00 0.01 0.02 -0.008
H -5.4497 -1.7882 -3.9916 0.00 0.00 0.00 0.135
H -5.3958 0.1523 -2.4170 0.01 0.00 0.01 0.129
H -3.3129 0.6312 -1.1908 0.00 0.02 0.01 0.097
H -1.3800 -2.5807 -2.9372 0.00 0.00 0.01 0.114
H -3.3867 -3.1724 -4.2519 0.01 0.00 0.00 0.130
Te 2.1328 -1.7100 2.4512 -0.08 0.01 -0.08 1.441
C 3.6801 -1.2490 3.7952 0.02 -0.02 -0.01 -0.541
C 4.9941 -1.5414 3.4433 0.01 0.01 0.02 -0.147
C 6.0182 -1.2462 4.3333 -0.01 -0.01 -0.01 -0.060
C 5.7267 -0.6695 5.5611 -0.01 0.01 0.01 -0.048
C 4.4129 -0.3803 5.9059 0.01 0.00 0.01 -0.060
C 3.3820 -0.6647 5.0224 0.01 0.01 -0.01 -0.142
C 1.4827 -3.5786 3.1699 -0.02 0.00 0.05 -0.550
C 2.1509 -4.7409 2.7927 -0.03 0.01 0.01 -0.143
C 1.7144 -5.9694 3.2704 0.00 -0.01 -0.02 -0.055
C 0.6128 -6.0398 4.1129 0.00 -0.03 0.00 -0.050
C -0.0539 -4.8819 4.4883 0.00 0.03 0.00 -0.064
C 0.3807 -3.6479 4.0197 0.01 -0.02 0.00 -0.155
H 5.2214 -2.0082 2.4935 0.00 0.00 0.00 0.090
H 7.0423 -1.4749 4.0704 -0.01 0.00 0.00 0.117
H 6.5261 -0.4477 6.2551 0.00 0.00 0.00 0.120
H 4.1899 0.0638 6.8669 0.00 0.00 0.00 0.117
H 2.3585 -0.4420 5.2961 0.00 -0.01 0.00 0.093
H 3.0197 -4.6905 2.1478 0.01 0.00 0.01 0.100
H 2.2430 -6.8718 2.9930 0.00 0.00 0.01 0.119
H 0.2839 -6.9982 4.4917 0.00 0.00 -0.01 0.120
H -0.8959 -4.9368 5.1661 0.00 0.00 0.00 0.116
H -0.1128 -2.7420 4.3518 0.01 -0.01 0.01 0.086
S -0.8509 5.0968 -5.1843 0.02 0.02 -0.02 1.112
C -0.7790 3.8469 -3.9960 -0.01 0.04 0.04 -0.485
C -1.6024 3.7488 -2.8627 0.02 0.00 -0.03 -0.020
C -1.4288 2.6976 -1.9972 0.04 0.03 -0.04 -0.133
N -0.5033 1.7305 -2.1578 -0.02 -0.12 0.02 -0.066
C 0.2878 1.8351 -3.2481 -0.06 -0.01 -0.06 -0.124
C 0.1912 2.8441 -4.1691 -0.01 -0.05 0.06 -0.058
C -2.1962 6.1030 -4.6007 -0.08 -0.01 -0.03 -0.539
C -1.9543 7.1742 -3.7552 0.03 -0.01 -0.01 -0.071
C -3.0458 7.9303 -3.3435 -0.03 -0.01 0.02 -0.112
N -4.2955 7.6750 -3.7180 0.04 0.00 0.00 0.090
C -4.5045 6.6611 -4.5513 -0.03 0.00 -0.03 -0.114
C -3.4894 5.8411 -5.0294 0.03 0.02 0.02 -0.073
H -2.3677 4.4869 -2.6676 0.01 0.00 0.01 0.119
H -2.0607 2.6186 -1.1191 -0.02 0.01 -0.01 0.104
H 1.0295 1.0566 -3.3881 0.00 0.00 0.01 0.106
H 0.8562 2.8583 -5.0226 0.00 0.01 0.00 0.124
H -0.9511 7.4245 -3.4372 -0.01 0.01 0.01 0.114
H -2.9047 8.7786 -2.6841 0.00 0.00 -0.01 0.120
H -5.5294 6.4959 -4.8629 0.00 0.01 0.01 0.119
H -3.7046 5.0397 -5.7234 0.01 0.00 0.01 0.113
```
Positions in Å, forces in eV/Å.

## Properties
charge: +3
gap between HOMO and LUMO: 7.6 eV
LUMO energy: -0.2833 Ha

---

Record 5
Density functional theory data (the ωB97M-V functional and the def2-TZVPD basis) for the molecule C5H13NOS.

Geometry as XYZ:
```
21
Properties=species:S:1:pos:R:3:forces:R:3:lowdin_charge:R:1
C 0.4160 -1.4076 1.8148 -0.47 -0.16 2.42 -0.133
N -0.5994 -0.8690 0.9317 0.18 -1.62 -0.05 -0.100
C -0.3899 0.3830 0.3259 2.19 2.07 3.87 -0.442
C -1.6668 1.1820 0.3686 -1.63 1.79 -0.03 -0.250
O -1.9233 2.0281 1.4827 0.99 -0.75 2.72 -0.095
C 0.1576 0.4794 -1.0380 -0.63 2.70 -3.57 -0.269
C 1.3456 -0.2185 -1.6268 2.80 -3.16 0.62 -0.525
S 2.1218 0.2719 -3.3261 -1.43 0.92 0.72 0.627
H 1.4402 -0.9702 1.7444 -0.95 -0.16 -0.42 0.086
H 0.0669 -1.2439 2.8924 0.67 0.24 -0.96 0.084
H 0.5282 -2.4945 1.8649 -0.08 -0.02 -0.92 0.066
H -1.3605 -1.4525 0.5789 0.76 0.22 0.29 0.133
H 0.3556 0.9504 1.1202 -1.58 -1.03 -1.97 0.199
H -1.7169 1.9925 -0.3687 0.19 -0.85 -0.69 0.122
H -2.5773 0.5699 0.2997 0.42 -0.45 -0.57 0.125
H -1.7124 1.5801 2.3566 -0.42 0.55 -1.68 0.114
H -0.6879 -0.0025 -1.6393 0.67 1.40 0.09 0.143
H 0.2737 1.6453 -1.2256 -0.60 -2.29 -0.01 0.157
H 2.3424 -0.2890 -1.0816 -1.68 0.51 0.21 0.064
H 0.9744 -1.2773 -1.6347 0.86 0.58 -0.59 0.080
H 2.6119 -0.8577 -3.8402 -0.25 -0.49 0.52 -0.186
```
Positions in Å, forces in eV/Å.

## Properties
gap between HOMO and LUMO: 9.5 eV
LUMO energy: 0.0307 Ha

---

Record 6
Density functional theory data (the ωB97M-V functional and the def2-TZVPD basis) for a structure of composition C22H19F6N7O4PdS3.

Geometry as XYZ:
```
62
Properties=species:S:1:pos:R:3:forces:R:3:lowdin_charge:R:1
Pd -0.2475 0.1261 0.1944 0.25 0.51 -0.02 0.856
C 1.6657 -1.7494 -4.6216 -0.01 0.04 0.00 0.036
C 1.5159 -0.3438 -4.6466 0.03 -0.05 -0.03 -0.012
C 0.6050 0.2606 -3.8360 -0.01 0.00 0.05 0.009
C -0.2243 -0.5525 -2.9974 0.01 -0.04 0.01 -0.230
C -0.0558 -1.9754 -2.9675 -0.04 0.04 0.02 0.049
C 0.8810 -2.5511 -3.7780 0.02 0.00 -0.02 -0.008
N -1.1012 0.0295 -2.1703 0.00 -0.07 -0.14 0.152
C -2.2076 0.7211 -2.3157 0.03 -0.06 -0.01 -0.180
C -2.9204 0.7504 -3.5559 0.00 0.01 -0.04 0.046
C -4.0610 1.4919 -3.6680 0.01 -0.01 -0.01 -0.014
C -4.5517 2.2155 -2.5654 0.00 0.01 0.02 0.018
C -3.8926 2.1921 -1.3384 0.03 0.00 -0.01 0.032
C -2.7360 1.4575 -1.1996 -0.19 0.05 -0.01 -0.142
N -2.0256 1.3363 0.0069 0.06 0.00 0.06 -0.025
N -2.4336 1.9819 0.9844 -0.17 0.00 -0.16 0.159
C -1.7040 1.7859 2.1670 0.12 -0.02 0.16 -0.300
C -2.2267 2.3079 3.3331 -0.04 0.03 -0.10 0.047
C -1.5545 2.0563 4.5219 0.06 -0.02 0.09 0.001
C -0.3904 1.3127 4.4880 -0.02 0.03 0.02 0.010
C 0.0793 0.8398 3.2656 0.03 0.05 -0.08 -0.076
N -0.5634 1.0794 2.1304 0.07 -0.24 0.06 0.028
H 2.4023 -2.2112 -5.2661 0.00 -0.01 0.01 0.133
H 2.1309 0.2456 -5.3127 0.00 0.00 0.00 0.130
H 0.4772 1.3346 -3.8189 -0.01 -0.01 0.01 0.123
H -0.6723 -2.5541 -2.2950 -0.01 -0.01 0.03 0.107
H 1.0182 -3.6234 -3.7710 0.00 0.00 -0.01 0.132
H -2.5295 0.1816 -4.3895 0.00 0.00 0.00 0.134
H -4.5942 1.5196 -4.6084 -0.01 0.01 0.01 0.131
H -5.4597 2.7942 -2.6657 0.00 -0.01 -0.01 0.132
H -4.2832 2.7363 -0.4908 0.00 0.00 0.01 0.128
H -3.1453 2.8756 3.2937 0.00 0.00 0.00 0.133
H -1.9420 2.4326 5.4587 0.00 0.00 0.00 0.131
H 0.1600 1.0855 5.3899 -0.01 0.00 0.00 0.129
H 0.9855 0.2497 3.2027 -0.01 -0.01 0.00 0.102
F 1.4402 -4.1292 -0.2094 0.02 -0.03 0.04 0.152
C 2.0864 -3.8066 0.9057 -0.07 0.05 0.00 -0.683
F 1.8798 -4.7250 1.8277 0.03 0.01 -0.01 0.184
F 3.3786 -3.6876 0.6516 0.02 0.01 -0.02 0.174
S 1.4574 -2.1756 1.5281 0.05 0.16 -0.03 0.618
O 1.4499 -1.3261 0.3066 -0.16 -0.09 0.06 -0.433
O 2.3717 -1.7288 2.5320 -0.03 -0.10 -0.01 -0.252
N 0.0377 -2.3848 2.1145 -0.03 -0.14 0.05 -0.280
S -1.3098 -2.4513 1.2782 0.01 -0.08 -0.01 0.595
O -2.1335 -1.3080 1.5917 0.05 0.03 -0.07 -0.297
O -1.1185 -2.7255 -0.1243 -0.04 -0.01 0.00 -0.310
C -2.1220 -3.9282 2.0316 0.03 0.03 -0.02 -0.694
F -1.3583 -4.9864 1.8135 -0.01 0.00 0.01 0.171
F -3.2981 -4.0860 1.4475 0.00 0.00 0.00 0.175
F -2.2763 -3.7341 3.3273 -0.01 -0.01 0.01 0.179
S 1.1514 1.9691 -0.7060 0.05 -0.18 0.22 0.702
C 2.5223 2.0182 0.3419 -0.12 0.19 -0.13 -0.772
N 3.2028 3.1365 0.5582 0.04 -0.01 -0.02 0.043
C 4.3456 2.9305 1.4573 -0.03 -0.02 0.00 -0.087
C 4.2852 1.4073 1.7119 0.02 0.01 0.01 -0.082
N 3.0563 1.0126 1.0109 0.06 -0.09 0.03 0.052
H 2.9116 4.0296 0.1988 -0.01 0.00 0.00 0.150
H 4.2151 3.5084 2.3703 0.00 0.00 0.01 0.126
H 5.2724 3.2367 0.9779 0.01 0.00 0.00 0.127
H 4.2194 1.1595 2.7685 -0.01 0.00 0.01 0.126
H 5.1405 0.8845 1.2877 0.00 0.00 -0.01 0.131
H 2.7938 0.0510 0.8415 -0.06 0.04 0.00 0.084
```
Positions in Å, forces in eV/Å.

## Properties
charge: +2
spin multiplicity: 5
gap between HOMO and LUMO (spin up / spin down): 7.3 / 5.5 eV
LUMO energy (spin up / spin down): -0.2636 / -0.3390 Ha

---

The records above yield relative energy (zero: lowest compared OMol25 entry of this formula, charge and spin) values of 362.4; 21.0; 496.9; 31.1; 303.0; 0.0 kJ/mol, respectively.